Computed, not measured: C16H22IN5S2V as an isolated structure in a non-equilibrium geometry, with ωB97M-V with the def2-TZVPD basis set.

Element x y z (Å)
V  0.699236  1.099565  -0.126684
C  -4.180606  -1.956569  -2.141755
C  -2.753498  -2.486127  -2.101377
N  -2.036153  -2.099612  -0.897156
C  -1.488722  -0.881425  -0.729027
S  -0.721919  -0.528807  0.812436
N  -1.574468  -0.015529  -1.717466
N  -0.906006  1.125094  -1.377327
C  -1.147329  2.231080  -1.992560
C  -2.026135  2.336448  -3.192032
C  -0.475391  3.374018  -1.361722
C  -0.631460  4.687949  -1.780703
C  -0.060606  5.709952  -1.044452
C  0.642015  5.393300  0.107315
C  0.785229  4.066072  0.458932
N  0.267863  3.063215  -0.263818
H  -4.636146  -2.168133  -3.110295
H  -4.179408  -0.877641  -1.991224
H  -4.794477  -2.417123  -1.366371
H  -2.188983  -2.112244  -2.954542
H  -2.744096  -3.575962  -2.145373
H  -2.072149  -2.691918  -0.087568
H  -2.799811  1.573792  -3.141785
H  -1.437023  2.148405  -4.093175
H  -2.488056  3.317571  -3.279367
H  -1.202716  4.899362  -2.672262
H  -0.170373  6.738726  -1.360762
H  1.088924  6.158566  0.725250
H  1.360150  3.773923  1.326928
C  3.457195  -2.861925  3.576123
C  2.287983  -2.705306  2.591532
C  0.956746  -3.050536  3.274544
C  2.505734  -3.567258  1.342245
C  2.236434  -1.295689  2.192913
N  2.180136  -0.183915  1.942935
H  3.501774  -3.901085  3.901942
H  3.320368  -2.225642  4.450189
H  4.404075  -2.601555  3.104105
H  1.038229  -4.049800  3.703418
H  0.137497  -3.031130  2.557497
H  0.728102  -2.345675  4.073869
H  2.621859  -4.607129  1.648937
H  3.400758  -3.259977  0.802056
H  1.654413  -3.490383  0.666239
S  3.128908  2.181308  2.108629
C  2.023802  1.118310  1.445645
I  2.288100  -0.008558  -1.884879

Cartesian forces (eV/Å) of the 2 atoms listed first:
V 0.6 -0.5 1.0
C 0.0 0.0 0.0

Results
largest force on an atom	1.3	eV/Å
Kohn-Sham gap (alpha / beta)	5.90 / 7.26	eV
electronic energy	-79858.1771	eV
LUMO level (alpha / beta)	-0.01204 / -0.01771	hartree
E_HOMO (alpha / beta)	-6.2 / -7.7	eV
total charge	0
energy relative to the best compared isomer or geometry (same formula, charge and spin)	142.62	kJ/mol
spin multiplicity	4

Results of the natural (NBO) charge analysis, in e, for atoms 1 through 6: 0.853 -0.617 -0.217 -0.587 0.329 -0.275